# 1
Formula: C23H41As2Cl2N3O9PRbS2
Source: OMol25
Level of theory: wB97M-V/def2-TZVPD

CARTESIAN COORDINATES (ANGSTROEM)
Rb -1.405011 -0.242779 1.134647
C 3.983724 -4.324246 -2.830813
O 3.307706 -4.638301 -1.603065
C 4.004924 -4.420407 -0.477312
O 5.131381 -3.997304 -0.476356
C 3.156454 -4.737494 0.721573
C 3.595829 -5.541967 1.675897
As 2.418772 -6.302194 3.044633
C 3.571582 -5.933583 4.590223
C 1.265369 -4.730309 3.302788
C 0.861433 -3.865803 2.367558
As 1.261762 -4.125353 0.447234
C 1.802427 -2.287192 -0.043668
C -0.021621 -2.739149 2.855680
O 0.176530 -1.555131 2.714518
O -1.028824 -3.211238 3.593335
C -1.743167 -2.262741 4.410004
C 0.891088 -4.554588 4.759096
O 1.398223 -3.716937 5.453514
O 0.021921 -5.424939 5.294349
C -0.780713 -6.255852 4.433355
C 4.917859 -6.274817 1.684501
O 4.951298 -7.453606 1.470377
O 6.035388 -5.606805 1.993185
C 5.949262 -4.250103 2.479626
H 3.205918 -4.230485 -3.581764
H 4.661710 -5.132591 -3.091895
H 4.545110 -3.400646 -2.737455
H 4.479295 -6.527501 4.489811
H 3.057452 -6.236033 5.500484
H 3.807109 -4.875510 4.649488
H 2.887247 -2.199940 -0.008197
H 1.386648 -1.571644 0.653461
H 1.446412 -2.065964 -1.045903
H -2.396729 -2.864112 5.032755
H -2.340037 -1.578061 3.807870
H -1.034882 -1.713664 5.027133
H -1.630569 -6.563507 5.033305
H -0.226561 -7.134021 4.114475
H -1.130028 -5.699236 3.567385
H 6.956697 -3.998115 2.794928
H 5.278992 -4.194140 3.335603
H 5.620821 -3.580452 1.694710
C -4.508913 1.841002 -2.693557
C -3.645145 1.430674 -1.501695
P -1.900095 0.939207 -1.853007
C -2.152788 -0.470299 -3.025615
C -0.947493 -1.419461 -3.074027
C -1.359906 2.281393 -2.988010
C 0.117650 2.167690 -3.379206
H -5.545098 1.988658 -2.380779
H -4.508033 1.080757 -3.478527
H -4.164822 2.779542 -3.131096
H -4.097989 0.574809 -0.991302
H -3.595710 2.238721 -0.768660
H -2.375328 -0.081261 -4.021924
H -3.035994 -1.013928 -2.683770
H -0.026130 -0.885328 -3.322005
H -1.090235 -2.197997 -3.827302
H -0.803442 -1.909364 -2.110274
H -1.545674 3.220360 -2.459781
H -1.985306 2.279721 -3.882330
H 0.751390 1.959271 -2.511650
H 0.476443 3.086931 -3.846956
H 0.277712 1.356395 -4.091944
C 0.373763 7.077853 -0.005703
N -0.570570 6.159969 0.601424
C -0.665083 4.851267 0.312795
N 0.217406 4.397057 -0.604261
S -1.825170 3.858352 1.028260
H 0.233750 8.062502 0.431131
H 0.223417 7.157982 -1.084581
H 1.406531 6.776388 0.187594
H -1.264270 6.500336 1.243446
H 1.027370 4.934732 -0.860650
H 0.282229 3.396923 -0.698868
O -3.275989 -1.902857 1.473762
S -2.548959 -3.080388 0.900049
N -1.247538 -2.794275 0.294408
Cl 1.017461 1.325583 0.646088
C 2.342858 1.724442 1.763457
Cl 3.113438 3.272397 1.378207
H 3.089282 0.946244 1.689013
H 1.932578 1.786907 2.761354

Cartesian forces, eV/Å:
-0.3 1.5 0.1
-0.1 -0.1 0.0
-0.1 0.1 0.0
-0.1 -0.1 0.1
0.2 0.0 0.1
-0.3 0.1 -0.6
0.1 -0.3 0.3
-0.1 0.2 -0.1
0.0 -0.1 0.0
-0.1 0.0 0.2
-0.1 0.1 0.1
0.2 0.1 0.2
0.1 -0.1 0.0
0.4 -0.3 0.2
0.5 -0.2 0.2
-0.1 0.0 0.1
0.0 0.0 0.0
0.0 0.1 -0.3
0.1 0.1 0.0
-0.1 -0.2 -0.1
0.0 0.1 0.1
-0.1 0.6 0.0
0.0 -0.3 -0.1
-0.1 0.2 0.2
0.0 -0.3 0.0
0.0 0.0 0.0
0.1 0.0 0.0
0.0 0.1 0.0
0.0 0.0 0.0
0.0 0.0 0.0
0.0 0.0 0.1
0.0 0.0 -0.1
-0.1 0.0 0.1
-0.1 0.0 0.0
0.0 0.0 0.0
0.1 -0.1 -0.1
0.0 0.0 0.0
0.0 0.0 0.1
0.1 -0.1 0.0
0.0 0.0 0.0
0.0 0.0 0.0
0.0 0.0 0.0
0.0 0.0 -0.1
0.0 0.0 0.0
0.0 0.0 -0.1
-0.1 0.0 -0.3
0.2 -0.1 0.0
-0.1 0.1 0.0
0.1 0.0 0.0
-0.1 0.0 0.0
0.0 0.0 0.0
0.0 0.0 0.0
0.0 0.0 0.0
0.0 0.0 0.0
0.0 0.0 0.0
-0.1 0.0 0.0
0.0 0.0 0.0
0.0 0.0 0.0
0.0 0.0 0.0
0.0 0.0 0.0
0.0 0.0 0.0
0.0 0.1 0.0
0.0 0.0 0.0
0.0 0.0 0.0
0.0 0.0 0.0
-0.1 0.0 0.1
-0.1 0.0 0.0
0.1 -0.1 -0.1
-0.1 -0.2 0.0
0.2 0.2 -0.1
0.0 0.0 0.0
0.0 0.0 0.0
0.0 0.0 0.0
0.0 0.0 0.0
0.0 0.0 0.0
0.0 0.0 0.0
-1.0 -0.8 0.2
-0.2 0.1 -0.2
0.2 -0.8 -0.3
0.9 0.5 -0.1
0.0 0.0 -0.1
-0.1 -0.1 0.0
0.0 -0.1 0.0
-0.1 0.0 0.1

Output
HOMO energy   -8.13 eV
ΔE to the lowest compared entry with this formula, charge and spin   17.4 kcal/mol
Energy   -8296.13650 hartree
Maximum force   0.0306 hartree/bohr


# 2
Formula: C23H41AuN2P3S
Source: OMol25
Level of theory: wB97M-V/def2-TZVPD

CARTESIAN COORDINATES (ANGSTROEM)
Au -0.421035 0.154014 -0.410613
P 0.461083 -2.208755 -0.757003
P 1.735101 1.218082 -0.217243
P -0.758699 0.741870 -2.718075
H 0.376186 0.144255 2.618936
C -0.626745 0.314813 2.208587
C -1.401354 -0.742162 1.754599
H -1.020697 -1.761440 1.795722
C 0.798536 -3.440276 0.550181
C 2.038117 -2.307698 -1.691384
C -0.747807 -3.090476 -1.805935
C 1.612585 2.902004 0.430728
C 2.873889 0.353961 0.882270
C 2.691218 1.406752 -1.747647
C -2.388490 0.243369 -3.318854
C 0.409812 -0.104187 -3.803416
C -0.538826 2.479723 -3.192370
H -1.053322 1.317410 2.371119
H -2.484148 -0.636555 1.645160
H 0.303222 -3.154880 1.480054
H 1.877960 -3.495430 0.736130
H 0.438026 -4.427600 0.229710
H 2.878994 -2.098005 -1.016395
H 2.082800 -1.593850 -2.519892
H 2.157134 -3.324126 -2.097116
H -1.751845 -2.913017 -1.402771
H -0.545171 -4.169341 -1.774065
H -0.738434 -2.748655 -2.847622
H 2.625295 3.321581 0.491747
H 1.174241 2.886755 1.433871
H 0.995800 3.526294 -0.227041
H 3.528735 1.105229 1.343945
H 3.493465 -0.351018 0.315083
H 2.352542 -0.199727 1.671856
H 3.587485 1.992025 -1.506158
H 2.122219 1.952247 -2.510126
H 3.012675 0.430304 -2.129385
H -2.602539 0.791538 -4.246833
H -3.154028 0.471683 -2.567219
H -2.376016 -0.836670 -3.520754
H 0.165362 0.215217 -4.822997
H 0.316811 -1.191159 -3.726173
H 1.439181 0.191421 -3.577732
H -1.414970 2.765003 -3.788136
H 0.365560 2.591675 -3.805385
H -0.473740 3.145465 -2.325320
C -3.491895 3.165858 -0.284279
C -3.638818 4.522678 -0.665770
C -4.915107 5.087486 -0.685559
C -6.037544 4.283258 -0.424684
C -5.897444 2.915024 -0.127966
C -4.623394 2.334525 -0.115635
S -1.892519 2.588625 0.094760
H -1.934077 1.075800 -0.215955
H -2.740617 5.091913 -0.906903
H -5.043818 6.158089 -0.883865
H -7.042868 4.714027 -0.472569
H -6.780543 2.302482 0.082386
H -4.457055 1.267254 0.036893
N 3.640751 -5.667507 6.613470
C 3.399461 -4.799848 5.864313
C 3.101627 -3.728823 4.945435
C 1.983702 -2.908425 5.135245
C 1.723949 -1.907360 4.192804
N 2.496127 -1.719125 3.120794
C 3.588767 -2.473042 2.952398
C 3.930192 -3.506083 3.839348
H 1.325603 -3.033502 5.992942
H 0.871692 -1.233652 4.316614
H 4.209862 -2.272479 2.067840
H 4.807797 -4.124837 3.641904

Cartesian forces, eV/Å:
1.3 -1.3 0.3
-0.1 -1.2 -0.8
0.8 0.9 0.1
0.4 -0.4 -0.4
-0.3 0.0 -0.4
-0.5 -0.6 -0.4
0.5 0.9 0.7
-0.1 0.3 0.0
-0.1 0.2 0.4
0.1 0.3 -0.1
-0.2 -0.1 0.0
0.2 0.2 0.0
0.0 0.0 0.1
0.0 0.2 -0.2
-0.2 -0.1 0.1
0.0 -0.1 -0.1
-0.1 0.4 0.3
0.2 -0.6 -0.1
0.4 0.1 -0.2
0.2 -0.3 0.0
-0.3 0.1 0.0
0.1 0.3 0.1
-0.2 -0.1 -0.1
0.0 -0.3 0.2
-0.1 0.3 0.2
0.2 -0.1 -0.1
-0.1 0.3 -0.2
0.0 -0.1 0.2
-0.2 0.0 0.0
0.1 0.0 -0.1
0.2 -0.1 0.2
-0.1 -0.2 -0.1
-0.2 0.2 0.1
0.2 0.0 0.0
-0.1 -0.1 -0.1
0.2 -0.1 0.2
-0.1 0.3 0.1
0.0 -0.2 0.2
0.1 -0.1 -0.3
-0.1 0.3 0.1
0.1 -0.1 0.0
0.0 0.3 -0.1
-0.3 -0.1 -0.2
0.2 0.1 0.1
-0.3 0.0 0.2
0.0 -0.1 -0.2
0.6 -0.5 -0.1
-0.7 0.9 0.3
1.3 0.1 -0.1
-0.3 0.0 0.1
1.0 -1.2 0.0
-1.4 0.1 0.0
-1.1 -0.2 -0.6
-1.1 2.0 0.5
-0.4 0.1 0.2
0.1 -0.5 -0.1
0.4 -0.1 0.1
0.4 0.3 -0.2
-0.3 0.3 0.2
-0.6 2.1 -1.8
0.5 -1.9 1.7
0.0 0.1 -0.2
-0.2 0.3 -0.2
0.5 -0.7 0.4
-0.1 0.2 -0.1
-0.2 -0.6 0.5
-0.1 0.4 -0.5
0.2 0.0 -0.2
0.2 -0.3 0.0
-0.3 -0.1 0.4
-0.3 0.2 0.2

Output
HOMO energy (spin up / spin down)   -16.43 / -16.43 eV
ΔE to the lowest compared entry with this formula, charge and spin   36.2 kcal/mol
Energy   -2567.35980 hartree
Spin multiplicity   3
Total charge   +3
Maximum force   0.0548 hartree/bohr


# 3
Formula: C23H41Br2ClNO7
Source: OMol25
Level of theory: wB97M-V/def2-TZVPD

CARTESIAN COORDINATES (ANGSTROEM)
C 2.658458 -2.317698 3.487529
C 2.310706 -2.426647 1.868459
C 0.708662 -2.037168 1.585058
O 0.684697 -1.394337 0.265254
C -0.655429 -1.419878 -0.351975
C -0.890139 -2.923792 -0.946214
C -0.520451 -0.433221 -1.698463
C -0.433027 1.110395 -1.075765
C 0.249150 2.195990 -2.096056
Br -0.398758 4.105829 -1.786320
C 0.181709 1.799667 -3.685340
C 1.176094 2.894718 -4.466350
Br -1.656456 2.116526 -4.433782
C -1.980517 1.476298 -0.622068
N -2.753619 0.199645 -0.228407
C -1.858433 -0.791553 0.546297
C -2.824871 -1.832271 1.337039
C -2.407327 -2.083162 2.934691
C -3.653689 -1.665229 3.969082
Cl -2.161075 -3.933795 3.232313
H 3.812153 -2.569390 3.656190
H 2.512480 -1.214729 3.875787
H 1.948693 -3.071472 4.039525
H 2.942569 -1.589014 1.300100
H 2.542876 -3.475622 1.405336
H 0.021892 -2.978419 1.688823
H 0.472173 -1.182414 2.377982
H -1.762736 -2.849011 -1.757463
H 0.054363 -3.307903 -1.539599
H -1.251456 -3.718122 -0.153407
H -1.461015 -0.561454 -2.422563
H 0.499681 -0.638791 -2.233976
H 0.208790 1.149777 -0.069973
H 1.407786 2.235391 -1.813449
H 0.613701 0.745913 -3.956948
H 1.664679 2.379136 -5.420543
H 2.033667 3.169318 -3.682813
H 0.523110 3.827383 -4.738595
H -2.524516 1.921983 -1.574459
H -2.038642 2.312408 0.208418
H -3.226803 -0.252256 -1.055707
H -3.550582 0.564308 0.376501
H -1.337097 -0.112043 1.378408
H -3.902901 -1.321342 1.402450
H -3.003547 -2.871906 0.837810
H -1.493616 -1.439896 3.279523
H -4.136491 -2.655356 4.404876
H -4.425210 -0.931977 3.483517
H -3.178528 -1.105940 4.893903
C -2.316983 6.932348 -3.097558
C -2.952204 7.919609 -2.138238
C -4.445610 7.978495 -2.247094
O -4.736384 9.307651 -1.857238
C -3.628779 10.051369 -2.153982
O -3.593640 11.268358 -2.150363
O -2.565368 9.246464 -2.458246
H -1.249042 6.829006 -2.878277
H -2.781126 5.944007 -3.021801
H -2.389607 7.283005 -4.132394
H -2.635250 7.708596 -1.109788
H -4.938461 7.263759 -1.581277
H -4.816811 7.825203 -3.268814
C 6.633584 -7.238007 1.376711
C 5.998364 -6.250747 2.336033
C 4.504956 -6.191861 2.227176
O 4.214183 -4.862703 2.617031
C 5.321787 -4.118986 2.320287
O 5.356928 -2.901997 2.323907
O 6.385199 -4.923891 2.016023
H 7.701525 -7.341350 1.595993
H 6.169441 -8.226348 1.452468
H 6.560960 -6.887350 0.341875
H 6.315317 -6.461760 3.364481
H 4.012106 -6.906596 2.892993
H 4.133756 -6.345152 1.205455

Cartesian forces, eV/Å:
0.3 -0.3 -0.7
-0.4 1.2 0.0
2.1 0.4 1.4
-2.8 -0.4 0.4
0.8 -0.4 -2.7
-1.3 0.0 -0.6
0.6 0.8 1.4
-0.7 0.0 0.8
1.0 -1.5 -0.1
0.5 -1.6 -0.1
2.0 1.9 -0.1
0.0 -0.7 0.5
0.9 -0.8 0.5
0.7 1.9 -2.1
-0.3 0.7 0.3
0.7 -0.6 2.5
-1.1 0.1 0.9
-1.5 0.9 0.4
0.8 -0.2 0.7
0.3 1.9 -0.5
-3.0 0.5 -0.3
0.0 -2.2 -0.8
1.5 1.5 -0.8
-1.4 -2.0 1.2
-0.4 2.1 1.0
1.1 1.9 -0.3
0.1 -2.0 -1.4
1.7 -0.3 1.7
-1.8 1.0 1.5
1.0 1.6 -1.5
2.3 0.3 1.4
-2.2 0.0 1.0
-1.2 -0.4 -2.4
-2.6 -0.1 -0.7
-1.4 1.9 0.9
-1.2 1.3 2.1
-1.8 -0.4 -2.0
1.6 -1.8 0.5
1.0 -0.9 2.0
0.1 -2.1 -1.4
0.9 0.5 0.9
1.2 -1.0 -0.7
-1.1 -1.4 -1.9
2.2 -1.1 -0.2
0.6 2.1 0.7
-1.5 -1.7 -0.9
0.8 2.3 -1.2
1.4 -1.6 0.8
-1.0 -1.1 -1.9
0.5 0.1 -0.1
0.5 -1.0 -0.4
-0.7 -0.6 0.1
0.6 0.6 -0.1
0.1 2.8 0.0
-0.1 -2.9 0.0
-0.7 0.7 0.2
-0.2 0.0 0.0
0.0 0.1 0.0
-0.2 0.0 0.2
-0.1 0.0 0.0
0.0 0.3 0.0
0.2 0.0 0.1
0.5 0.1 -0.1
0.5 -1.3 -0.4
-0.6 -0.8 0.1
0.6 0.8 -0.1
0.5 2.0 -0.1
0.2 -2.5 -0.2
-0.9 1.1 0.3
-0.2 -0.1 0.0
0.0 0.2 0.1
-0.2 0.0 0.2
-0.1 0.1 -0.1
0.0 0.3 -0.1
0.2 0.0 0.1

Output
HOMO energy   -12.27 eV
ΔE to the lowest compared entry with this formula, charge and spin   175.4 kcal/mol
Energy   -7090.17834 hartree
Total charge   +1
Maximum force   0.0595 hartree/bohr